[1]
Density functional theory data (ωB97M-V with the def2-TZVPD basis set) for one molecule with the formula C19H32N2O5.

Max |F|   0.0021 hartree/bohr
Highest occupied orbital energy   -0.3410 Ha
Orbital gap   9.96 eV

Geometry as ORCA input:
```
! wB97M-V def2-TZVPD RIJCOSX def2/J DEFGRID3
* xyz 0 1
C -1.18728 0.06084 -0.59904
H -0.51347 -0.36864 -1.34155
H 4.90859 -0.52384 -0.15541
C 2.87049 -0.22498 -1.99778
N 1.82877 0.91098 -0.05768
H 1.16228 -3.27407 -3.82630
H 1.26541 -4.96508 -3.31643
C -1.71277 -1.60112 1.07340
H 0.07404 -2.65969 -1.68933
H -0.78526 -2.39987 -4.36336
H 1.82927 1.56023 -2.67473
H -1.63068 0.94104 -1.05689
O -2.66861 -2.35945 1.79150
H -2.48739 -2.95911 -0.87686
H -4.41650 -3.25201 -4.80840
C 3.06030 0.54808 -0.71070
C 1.02262 -0.03974 0.50107
H 0.58959 0.77431 -5.23137
H -1.89246 0.15757 2.29440
C 2.09954 0.56382 -3.05455
H -0.14043 1.59111 -3.82689
H 2.70281 0.72577 -3.95726
C -1.09775 -0.42693 1.82156
H -0.40270 -0.75658 2.59106
H -3.45606 -1.81796 1.91842
H 1.39747 1.78226 -0.32100
H -0.45185 1.46040 0.93536
H 0.02208 -4.36659 -1.20175
O -0.58383 -4.38026 -3.81688
H -2.47334 -4.67796 -5.47499
H -0.83152 0.06792 -4.40133
C 0.67209 -4.05425 -3.23198
O 1.40828 -1.17156 0.72880
C -1.38432 -3.30674 -4.22196
C -2.67842 -2.97789 -3.40432
C -0.41480 0.39135 0.72021
O 0.92028 -0.13813 -3.39577
H 3.98980 2.44650 -0.02891
H -3.44234 -1.78237 -5.04177
C 4.22332 0.24411 0.17452
C -2.63236 -1.75992 -2.51918
H -1.92525 -3.26716 -6.40985
C 4.17980 1.54178 -0.58987
C -3.41540 -2.83074 -4.74991
O -2.66299 -0.62386 -2.97283
H -0.91591 -2.30049 0.80761
H 3.84784 -0.52823 -2.37687
C 0.09819 0.61389 -4.26428
H -3.19155 -0.45008 0.02225
H 4.04803 0.27872 1.23914
H 2.31261 -1.13714 -1.77762
C 0.57206 -3.62350 -1.78291
C -2.25190 -0.97205 -0.20858
N -2.49675 -2.00381 -1.19513
H 1.56723 -3.52212 -1.34685
H -2.98484 -3.87409 -2.86155
C -2.27285 -3.60715 -5.43565
H 4.83500 1.65942 -1.44212
*
```

***

[2]
Density functional theory data (ωB97M-V with the def2-TZVPD basis set) for one molecule with the formula C19H32N4O4S2.

Max |F|   0.0150 hartree/bohr
Highest occupied orbital energy   -0.2950 Ha
Orbital gap   8.53 eV

Geometry as ORCA input:
```
! wB97M-V def2-TZVPD RIJCOSX def2/J DEFGRID3
* xyz 0 1
H -1.30109 1.19879 -1.33986
H 1.05886 -4.41690 2.32056
N -0.27739 1.08119 1.83618
C 3.59775 2.48191 -2.56208
C -2.29723 0.86272 -1.04318
C -3.65677 3.31489 -0.97398
H 1.68462 1.74392 1.99544
C -0.03700 -0.17607 2.25523
H -4.04267 1.57491 1.72738
H 0.47049 2.99705 1.59972
C -0.33909 -3.00807 1.51037
H -2.98791 0.95124 -3.09418
C 1.05835 1.78875 -0.07946
C 0.60243 -3.98458 1.44881
C 5.00620 -0.62584 -3.51658
H -2.98873 -1.15787 0.87153
H -4.34751 -0.89683 1.95647
C -3.40343 -0.47253 1.61116
H 5.03250 -0.95431 -4.55317
O 4.06325 1.42094 -1.73836
N 1.59525 0.59564 -0.37359
H 0.30114 -3.70809 -1.87308
C 0.24872 -3.64821 -0.80428
N -1.12065 -0.93822 2.54349
N -2.57430 1.45127 0.26783
H 1.56244 -0.82996 -1.89226
C 3.45197 0.18347 -1.94038
H 1.87849 -0.00587 0.39853
H 1.67089 -5.10031 -0.11755
H -0.28522 -2.56832 3.57734
H -2.88601 3.37325 1.05084
H -4.30330 0.91461 -1.89453
O -3.35698 2.71870 -2.21628
H 4.35818 3.25788 -2.49970
H -2.29376 -0.22460 -0.96791
O 0.73052 2.62070 -0.90608
C -3.29895 1.31306 -2.11338
H -1.17549 1.24264 1.35086
C -0.94099 -2.36677 2.72060
C -2.64105 2.90257 0.09619
H 1.45201 0.86974 -2.41296
H 3.49255 2.15058 -3.59836
S 1.50356 -0.78279 2.46773
O 3.65558 -0.32508 -3.23176
H -1.64821 3.23203 -0.22490
H 5.36921 -1.42669 -2.86218
H 5.64343 0.25346 -3.38785
H 2.64436 2.87665 -2.20123
H -4.67646 3.03701 -0.65920
C 1.92739 0.18399 -1.70959
H -1.92456 -2.80102 2.92257
H -2.84375 -0.90477 3.65953
H -3.61989 4.39237 -1.14026
H 3.93419 -0.46910 -1.18989
C 0.78427 1.96701 1.41751
C -3.72602 0.87199 0.95125
H -4.57940 0.72026 0.27624
C 0.93854 -4.35144 0.12476
H -2.29636 0.67137 3.09525
S -0.83617 -2.52515 -0.08231
C -2.42609 -0.37167 2.79965
*
```

***

[3]
Density functional theory data (ωB97M-V with the def2-TZVPD basis set) for C19H33AsBCrN6S4Si as an isolated structure.

Max |F|   0.0086 hartree/bohr
Highest occupied orbital energy (spin up / spin down)   -0.0424 / -0.0432 Ha
Orbital gap (spin up / spin down)   5.10 / 5.13 eV

Geometry as ORCA input:
```
! wB97M-V def2-TZVPD RIJCOSX def2/J DEFGRID3
* xyz -2 2
H -5.05244 2.02821 -1.75525
N 1.18934 2.41237 0.91967
C -2.83824 3.64714 0.22201
H 1.96686 2.62826 4.72356
C 2.02347 1.56665 4.96894
C -4.12177 1.47558 -1.59229
S -0.95975 -0.34589 -2.04281
H -4.63387 2.06684 2.30546
C -0.50108 2.80670 -2.23458
C 3.89978 0.09325 0.73476
H -2.30497 3.97740 -0.66826
H -1.97980 -1.78046 2.39165
N 2.60129 0.37340 0.93985
N 0.04489 -0.08102 2.38500
H -1.53523 -2.39997 3.98293
H 0.06610 2.20687 -2.94756
H -0.66513 3.80077 -2.65694
H -2.61501 -1.00496 3.85582
C -0.56793 -0.57467 3.45867
H -2.16879 3.78957 1.07307
C -2.21714 0.60575 0.77695
C 0.89987 4.07839 -0.48806
N 0.40190 1.93178 -0.08528
H -5.36766 0.80284 1.31567
H 2.33286 5.55804 1.29447
Si -3.42579 1.83868 0.11822
H -3.70246 4.30480 0.35708
C 5.00536 0.78052 1.46476
H 3.39400 4.17476 1.59740
H 1.65454 -2.99053 -1.11513
Cr -0.36111 -0.12908 0.19808
H -2.15461 0.81581 1.85214
H -1.45408 2.30491 -2.10608
B 1.95107 1.43134 1.83673
H -4.32592 0.40399 -1.66632
C 1.04237 0.76468 4.18028
C 0.03155 -0.05968 4.62186
H -5.70637 2.50616 0.96623
C -4.93172 1.80288 1.28737
N 1.82111 -0.38884 0.13212
H 0.92082 5.04761 -0.95709
C 3.96532 -0.89124 -0.22745
As -1.71637 -2.40144 -1.64748
S -3.82790 -2.43323 -1.39282
C -1.74389 -1.49256 3.41150
S -0.88224 -3.81502 -2.99961
C 2.35660 4.51437 1.60805
H 3.04920 1.24428 4.78275
H 5.03295 1.84895 1.24259
C 1.49912 3.70426 0.69297
N 1.02448 0.73865 2.83550
H 3.01596 -2.52634 -2.16332
H 2.79636 2.03166 2.43934
H 4.90040 0.67486 2.54567
H 4.85029 -1.35424 -0.63001
H -0.24027 -0.27046 5.64305
H -3.43569 1.71322 -2.40439
H 2.00559 4.45704 2.63945
H -2.75132 -0.35428 0.67104
H 1.43407 -1.71675 -2.27140
C 0.23840 2.92820 -0.94867
S -0.69096 -2.42681 0.32602
H 5.95880 0.34443 1.16734
H 1.81428 1.44882 6.03238
C 2.63214 -1.16541 -0.58257
C 2.16516 -2.15252 -1.59107
*
```

***

[4]
Density functional theory data (ωB97M-V with the def2-TZVPD basis set) for a 3-piece molecular cluster, C19H33BN3O11 overall.

Max |F|   0.0336 hartree/bohr
Highest occupied orbital energy   -0.4530 Ha
Orbital gap   9.76 eV

Geometry as ORCA input:
```
! wB97M-V def2-TZVPD RIJCOSX def2/J DEFGRID3
* xyz 1 1
O 3.19476 -5.10078 -0.60679
H 0.44726 -1.51452 -3.56057
H 4.68484 0.10619 -1.17586
C -4.73057 2.27188 -1.82697
H -7.88173 3.18279 3.83843
C 7.24635 0.79590 0.72092
H 7.56660 -0.35801 -2.53956
C 2.02268 -5.79690 -0.80770
C -3.41584 1.67263 -1.40139
H -4.68056 2.63084 -2.85877
C -6.09758 3.34483 2.63184
H -6.06986 1.17023 -0.57111
H 4.95104 -3.39665 0.31174
O -4.80053 3.42546 -0.95912
O -2.65168 2.82797 -1.02428
H 4.15229 -3.18486 1.88329
C -7.86036 5.14506 2.96190
O -0.67405 0.35994 -2.41894
H -2.92063 1.12889 -2.19882
H -7.68745 5.60256 1.98750
H 5.72829 -1.23355 0.88170
H 6.35952 0.84976 -2.09620
C 7.26560 0.34818 -1.77211
H 4.95346 -1.35003 -2.06032
H 8.03460 1.11206 -1.74427
N 3.07962 -2.44282 0.26553
B -0.14523 -0.77518 -1.93048
O 0.12308 -0.87955 -0.51774
O 1.20447 -5.41382 -1.60498
N 2.41059 -0.73342 -0.93218
H 2.70123 -5.05456 1.44083
H 8.07698 -0.86483 -0.26405
C -7.54425 3.67106 2.92028
O -7.73987 1.18681 0.59841
H 7.05681 0.29669 1.66234
H -6.82970 1.85714 -1.98640
C 4.01344 -3.41310 0.83249
H 1.29245 -3.54674 2.10929
C 4.77892 -0.96426 -1.06527
C -3.53900 3.78190 -0.62656
H -5.63467 4.04736 1.93449
C -7.42001 2.01043 1.39439
O -6.20220 2.06343 1.98783
H 0.46243 -4.00386 0.58688
C 7.18180 -0.26517 -0.38574
H -5.80006 0.43040 -2.16425
O 0.11818 -1.83947 -2.71564
H -8.90889 5.30439 3.21124
C 5.99345 -1.23214 -0.16919
H -7.24672 5.65041 3.70729
O -3.24192 4.77742 -0.05463
C 0.81784 -3.19281 1.21136
C 1.73287 -2.36259 0.40519
H -0.51001 1.03641 -1.74438
N 1.37523 -1.36124 -0.32302
C 3.51680 -4.85048 0.75952
H -0.04171 -2.58236 1.45185
O -8.20318 3.02651 1.81263
H 6.35486 -2.23549 -0.38144
C -5.92233 1.37297 -1.62857
H 6.53936 1.59947 0.55106
H 4.34532 -5.48251 1.06054
H 1.91721 -6.71602 -0.21746
H 8.25961 1.16865 0.76807
H -3.51421 1.02421 -0.52561
C 3.44279 -1.40599 -0.55752
H -5.48786 3.27286 3.52906
*
```

***

[5]
Density functional theory data (ωB97M-V with the def2-TZVPD basis set) for C19H33BrClF3NO7PS2Yb as an isolated structure.

Max |F|   0.0640 hartree/bohr
Highest occupied orbital energy   -0.4515 Ha
Orbital gap   3.57 eV

Geometry as ORCA input:
```
! wB97M-V def2-TZVPD RIJCOSX def2/J DEFGRID3
* xyz 2 1
H 1.05356 -2.11955 -0.10836
C -0.50754 -2.41604 -2.34234
C 3.60241 -0.49439 -2.86453
H -4.30683 1.79340 0.26481
H 1.21276 3.01058 2.57494
H -2.15902 1.13772 -1.99050
C -3.28058 -0.51602 -2.74806
C -2.26733 0.08368 -1.75213
C -1.19180 -1.05423 2.35537
C 2.71800 -0.70320 -1.62423
H -2.45536 -2.77045 -1.31242
H -5.01624 0.32326 0.12634
H -2.93395 1.10200 1.76769
C 1.93630 0.52337 -1.03113
O 2.98925 0.20568 1.28249
H 2.03788 -1.50242 -1.89409
C 1.89885 2.22516 2.23345
C -2.63904 -1.58695 2.57330
H -0.69115 -1.27244 3.30867
H 1.38837 1.29359 2.42686
H 3.20898 3.45316 3.40204
H 4.05530 2.13964 2.62479
H -2.91121 -1.46020 3.62123
H -1.29057 0.03006 2.26675
F 2.27795 3.75744 -3.66583
Yb 0.45022 0.25187 4.88862
H -3.76418 0.26447 -3.31914
H 0.14054 0.96899 1.08507
Cl 2.91944 1.40471 4.60963
S 1.52305 1.78227 -2.33049
C 2.76109 1.08062 0.15424
H -2.87337 -1.30532 -3.36812
O 1.65554 -0.88098 3.05017
H -0.45655 -2.45961 -3.42492
C -3.69070 -0.96781 1.64940
H -1.36476 -1.89211 0.41009
H -1.37159 -4.17266 -1.39580
H 4.55667 0.05055 -2.82048
Br 4.62639 1.51846 -0.35588
O -0.20495 0.89527 0.19548
H -2.59350 0.05158 -0.71503
C 0.72941 -1.28344 0.50483
C 0.55397 -0.09005 -0.52095
O 1.27355 1.18795 -3.59381
F 3.11813 3.87415 -1.70833
H -0.37204 -2.79476 1.48158
N -4.80237 1.07322 0.76937
H -4.64225 -1.41747 1.93167
H -2.61746 -2.65899 2.37696
P -0.58262 -0.63250 -1.90277
C -0.57949 -1.77697 1.14945
F 3.95973 2.53687 -3.20697
H 1.26415 2.76808 0.25452
S 2.08377 -1.04947 1.66295
H -3.49760 -1.30382 0.62906
C -1.73217 -3.29817 -1.92968
O 2.89315 -2.20624 1.58751
H -2.25761 -3.65903 -2.80755
O 0.38846 2.56306 -1.94224
C 2.17645 2.44863 0.75186
C -3.86908 0.53675 1.78477
H -4.32598 0.70455 2.76447
C 2.84484 3.04502 -2.71321
H 3.36205 -1.12266 -0.84793
O 3.28414 -0.98373 -3.91732
H 0.38202 -2.94175 -2.00150
H -4.07163 -0.98526 -2.16286
H 2.85864 3.28592 0.66556
C 3.13550 2.40696 3.13261
*
```

***

[6]
Density functional theory data (ωB97M-V with the def2-TZVPD basis set) for a 2-piece molecular cluster, C19H33BrN2O2 overall.

Max |F|   0.2037 hartree/bohr
Highest occupied orbital energy (spin up / spin down)   -0.4173 / -0.4408 Ha
Orbital gap (spin up / spin down)   6.80 / 7.44 eV

Geometry as ORCA input:
```
! wB97M-V def2-TZVPD RIJCOSX def2/J DEFGRID3
* xyz 1 2
C -1.45571 3.79739 -2.36177
H 1.39107 -4.27882 3.67723
H -1.48875 -2.01997 3.93606
H 4.43352 -4.08575 3.75698
H 0.70385 4.64175 0.27995
C -2.75381 -6.44122 1.45343
C -0.98901 4.47362 -1.04123
H -1.38912 -2.08403 -0.19989
H 2.38295 2.14936 -3.00722
Br 1.06054 -0.92186 4.20408
C 0.48291 4.23775 -0.71522
C 0.67183 0.52957 -1.93732
H -1.58658 4.09987 -0.19772
H 1.73940 0.33346 -1.77706
H 3.04061 -2.68675 1.20799
H 0.85065 -4.32219 1.87126
N -1.03228 -2.12239 0.78312
C 0.39778 2.06337 -2.07142
H 1.44757 3.58968 -3.30107
H -0.06508 5.22883 -3.33668
H -3.40976 3.50362 -3.35380
C 1.44148 -3.65992 2.66917
C -3.09841 -5.05850 1.52344
H -4.12377 -3.04819 2.16544
H -1.67383 5.23952 -4.03183
H 1.05800 2.09609 -4.16796
H 1.08232 -1.75079 0.46978
H -1.17463 5.55467 -1.08583
H -0.96994 -3.74912 3.60745
H -3.52498 -3.15633 0.29034
H -0.60778 3.91906 -4.40313
H 3.66439 -2.34961 4.06160
O 3.38229 -4.82945 1.56584
H 0.14872 0.07980 -1.08571
H 1.12367 4.78531 -1.41603
H 0.30808 2.26709 0.10525
O -1.86301 1.60065 -1.63081
C 1.36468 2.50698 -3.20107
H 1.88718 2.61929 -0.56845
N -1.02164 2.36218 -2.46194
C 4.08505 -3.08014 3.24787
C 0.81178 2.75009 -0.74348
C -0.91327 4.58600 -3.59104
H -3.27663 5.03906 -2.48353
C -3.28219 -3.40124 1.40894
H 5.03218 -2.55325 2.77207
C -3.00737 3.97373 -2.44557
C 0.61401 -2.23929 2.76729
H 0.37365 -0.00688 -2.84568
C -0.93530 -2.66858 3.12830
C 2.97044 -3.48638 2.09057
H -0.02062 -0.40148 1.44159
H -2.08731 -7.42722 1.37087
C -1.79966 -2.74725 1.73649
H -3.53195 3.56020 -1.58168
C 0.29227 -1.54465 1.31649
H 2.83947 -5.46675 2.13526
*
```

***

[7]
Density functional theory data (ωB97M-V with the def2-TZVPD basis set) for C19H33Cl2InN3O5 as an isolated structure.

Max |F|   0.0122 hartree/bohr
Highest occupied orbital energy   -0.2077 Ha
Orbital gap   7.90 eV

Geometry as ORCA input:
```
! wB97M-V def2-TZVPD RIJCOSX def2/J DEFGRID3
* xyz -1 1
H -0.30697 -2.01559 0.81102
H 2.31177 -4.50868 -1.28304
C -6.43467 3.42534 0.87588
N 3.35495 1.63327 1.63891
C 5.86391 -6.22543 0.30786
In 0.32637 0.12485 -0.83859
C -1.44542 1.47522 1.47681
H -1.27524 -1.83200 -1.95280
C -0.20287 -1.61642 -2.06644
H -4.13717 2.87384 -1.67594
O -6.29806 4.15167 -1.38467
H -4.67225 1.68039 -0.47777
H 4.12398 -6.86938 3.26042
O 0.65292 -3.79503 -2.58799
H -3.76791 3.11961 0.04370
C 2.24910 -0.00796 0.23156
H -0.04817 -1.42680 -3.13229
Cl -2.78275 -0.52878 0.40624
C 2.06155 -4.08755 -0.31115
C 1.31037 2.41824 -2.41669
C 2.96524 1.25842 0.48236
H -2.75988 2.88721 2.38601
Cl -0.07981 2.56017 1.62858
C -4.51052 2.74462 -0.66228
H 2.87319 -0.66248 -0.38990
N 1.05882 -3.03546 -0.46547
H 5.91115 -5.32043 -0.29248
H 5.47384 -7.04519 -0.29824
C 4.96864 -5.99277 1.50314
H 2.96650 -3.66915 0.13973
H 3.80580 2.54492 1.56912
C -2.54487 1.81540 2.43805
C 0.52048 -2.90483 -1.77069
O 2.32352 2.99967 -2.62904
C 4.78646 -7.15891 2.44852
C -1.36119 0.52486 0.55324
C -2.57533 5.60299 -1.97128
H -6.65661 2.38583 1.12412
H -0.06544 4.30445 -2.10621
H 5.75174 -7.46601 2.85551
H 0.39272 4.62153 -0.42429
H -3.58986 5.63274 -1.57882
C -1.63199 5.10773 -0.89697
H -5.74152 3.80673 1.62788
H 6.86792 -6.49941 0.63774
H -3.44458 1.23826 2.22113
N 0.29277 1.82921 -2.22112
O 4.42419 -4.93300 1.68906
H 0.20558 5.97122 -1.57479
H -2.54004 4.93788 -2.83573
H 0.44677 -3.44681 1.48449
H 3.14582 1.90072 -0.39009
H -2.28011 6.60374 -2.29259
H 2.06389 -0.51601 1.18459
H -7.35168 4.01018 0.89005
C -5.79568 3.50450 -0.49235
H -0.86628 -3.60393 0.27482
O -2.03854 4.81164 0.20412
H -2.21895 1.60367 3.46269
C -0.17889 4.99522 -1.26954
H 4.36078 -8.01084 1.91521
H 1.72104 -4.89702 0.34545
C 0.02146 -3.03006 0.57122
*
```